{
  "formula": "C11H23N2",
  "method": "ωB97M-V with the def2-TZVPD basis set",
  "elements": ["C", "C", "C", "C", "C", "C", "C", "C", "C", "C", "C", "N", "N", "H", "H", "H", "H", "H", "H", "H", "H", "H", "H", "H", "H", "H", "H", "H", "H", "H", "H", "H", "H", "H", "H", "H"],
  "coordinates": [[-1.072, 0.685, -0.226], [1.862, 0.713, 0.397], [1.694, -0.629, -0.176], [2.763, 0.841, 1.548], [2.207, 1.819, -0.625], [1.564, -0.914, -1.619], [2.274, -1.824, 0.601], [-2.018, -1.580, 0.155], [-2.432, 0.398, 1.721], [-3.419, 0.195, -0.569], [-2.189, -0.078, 0.260], [0.680, 0.005, 0.645], [-1.139, 1.784, -0.883], [2.784, 1.877, 1.756], [3.847, 0.628, 1.151], [2.498, 0.290, 2.573], [1.814, 1.550, -1.564], [3.253, 1.860, -0.720], [1.723, 2.799, -0.346], [2.556, -1.075, -1.993], [1.143, -0.147, -2.191], [0.943, -1.854, -1.635], [2.939, -2.530, -0.116], [1.455, -2.428, 0.914], [2.846, -1.606, 1.489], [-1.034, -1.834, 0.366], [-2.423, -2.046, -0.835], [-2.686, -2.060, 0.865], [-1.570, 0.333, 2.372], [-3.221, -0.260, 2.124], [-2.887, 1.355, 1.797], [-4.166, 1.034, -0.115], [-3.260, 0.375, -1.668], [-4.144, -0.691, -0.438], [-2.035, 2.044, -1.222], [-0.299, 2.289, -1.096]],
  "forces_ev_per_a": [[4.30, -0.70, 1.51], [2.36, 0.89, -1.59], [0.70, -1.44, 1.07], [2.03, -0.84, 2.33], [-2.95, 0.44, 1.43], [-0.56, -1.82, 0.80], [1.37, -1.53, -2.36], [-1.73, -1.11, -1.40], [-0.44, -1.37, 0.40], [-4.52, 1.18, 0.43], [-1.47, -0.12, -0.23], [-5.23, 1.22, -1.05], [0.86, -1.40, 0.72], [0.18, 1.26, 0.80], [-1.92, -0.03, 1.10], [0.63, 0.94, -2.60], [-0.37, -0.16, -1.31], [1.29, 0.42, 0.08], [0.96, -0.71, -0.04], [0.45, -0.47, -0.42], [-0.99, 1.02, -0.83], [0.67, 0.81, -0.68], [-1.43, 1.77, 1.62], [-0.70, -0.68, 0.25], [0.19, 0.34, -0.01], [1.77, -0.94, 0.26], [1.30, 1.17, 1.37], [0.10, 0.09, 0.39], [0.23, -0.08, -0.08], [0.43, -0.04, -0.12], [0.03, 1.14, -0.32], [2.13, -1.32, -1.23], [-0.15, -0.33, 1.03], [1.25, 1.17, -0.56], [-0.91, 0.83, -0.49], [0.15, 0.40, -0.25]],
  "charge": 1,
  "homo_energy_ev": -13.1,
  "homo_lumo_gap_ev": 9.12,
  "de_lowest_kcal_mol": 132.63
}

***

{
  "formula": "BrH2PS",
  "method": "ωB97M-V with the def2-TZVPD basis set",
  "elements": ["P", "S", "Br", "H", "H"],
  "coordinates": [[0.530, -0.097, 0.823], [1.601, 2.392, 1.122], [1.228, 3.661, -0.547], [-0.742, 0.444, 0.543], [0.831, -0.064, -0.553]],
  "forces_ev_per_a": [[-0.25, -0.91, 0.20], [0.01, 0.33, -0.18], [0.09, 0.27, -0.03], [-0.11, 0.21, 0.16], [0.27, 0.10, -0.14]],
  "homo_energy_ev": [-7.1, -9.5],
  "s_squared": 2.01,
  "homo_lumo_gap_ev": [6.65, 6.52],
  "multiplicity": 3,
  "de_lowest_kcal_mol": 13.17
}

***

{
  "formula": "C12H37F3N8O9S",
  "method": "ωB97M-V with the def2-TZVPD basis set",
  "elements": ["O", "H", "H", "H", "C", "F", "F", "F", "S", "O", "O", "O", "C", "O", "N", "N", "H", "H", "H", "H", "C", "O", "N", "N", "H", "H", "H", "H", "C", "O", "N", "N", "H", "H", "H", "H", "C", "C", "C", "O", "C", "N", "H", "H", "H", "H", "H", "H", "H", "H", "H", "H", "H", "C", "C", "C", "O", "C", "N", "H", "H", "H", "H", "H", "H", "H", "H", "H", "H", "H"],
  "coordinates": [[7.344, -0.247, -19.224], [6.693, -0.739, -19.803], [7.142, -0.449, -18.269], [8.316, -0.565, -19.394], [10.266, -0.465, -15.620], [10.853, -0.959, -16.727], [10.235, -1.427, -14.698], [11.043, 0.528, -15.187], [8.553, 0.155, -15.941], [7.993, 0.299, -14.620], [8.700, 1.378, -16.695], [7.940, -0.925, -16.722], [5.081, -2.147, -21.231], [6.225, -1.712, -21.042], [4.818, -2.896, -22.347], [4.000, -1.865, -20.444], [3.868, -3.038, -22.630], [5.617, -3.252, -22.834], [4.036, -1.343, -19.579], [3.261, -2.494, -20.712], [4.522, -0.732, -16.821], [5.079, -1.003, -17.890], [3.194, -0.365, -16.787], [5.090, -0.796, -15.598], [2.577, -0.524, -17.560], [2.773, -0.061, -15.928], [6.055, -1.088, -15.551], [4.716, -0.382, -14.764], [4.353, 3.522, -18.793], [3.140, 3.511, -18.926], [5.065, 2.375, -18.596], [5.098, 4.673, -18.827], [6.062, 2.322, -18.702], [4.516, 1.552, -18.429], [6.100, 4.605, -18.823], [4.674, 5.531, -19.122], [6.851, -3.914, -17.859], [8.072, -4.677, -18.363], [7.821, -5.109, -19.799], [6.846, -6.126, -19.791], [6.691, -6.746, -21.036], [9.249, -3.786, -18.323], [6.662, -3.025, -18.477], [6.992, -3.459, -16.875], [5.948, -4.521, -17.879], [8.089, -5.581, -17.740], [8.732, -5.464, -20.309], [7.524, -4.225, -20.387], [6.215, -6.084, -21.768], [6.064, -7.629, -20.898], [7.621, -7.148, -21.461], [9.487, -3.686, -17.335], [10.024, -4.362, -18.660], [9.549, -2.146, -21.571], [10.299, -1.010, -20.884], [9.977, 0.315, -21.555], [10.722, 0.384, -22.762], [10.173, 1.273, -23.690], [9.857, -0.927, -19.484], [8.566, -1.813, -21.912], [9.430, -3.013, -20.927], [10.085, -2.430, -22.480], [11.382, -1.135, -20.969], [10.308, 1.155, -20.931], [8.906, 0.378, -21.774], [10.361, 2.319, -23.418], [9.084, 1.141, -23.779], [10.552, 1.115, -24.699], [10.508, -0.378, -18.938], [9.728, -1.835, -19.039]],
  "forces_ev_per_a": [[-0.84, 0.28, 0.25], [0.19, -0.31, -0.26], [0.23, -0.06, 0.03], [0.92, 0.18, 0.08], [-0.11, 0.39, -0.01], [-0.11, -0.17, -0.01], [0.15, -0.13, -0.07], [-0.02, -0.04, 0.17], [-0.66, 0.73, 0.02], [0.16, -0.22, 0.02], [0.39, -0.26, -0.09], [0.07, -0.35, -0.01], [0.19, 1.02, 0.18], [-0.28, -0.13, 0.33], [-0.04, 0.26, 0.94], [0.34, -0.98, -1.71], [0.17, -0.31, -0.33], [-0.16, -0.01, -0.33], [0.41, -0.27, 0.13], [-0.60, 0.43, 0.91], [-1.13, 0.12, 0.39], [-0.13, 0.01, 0.23], [0.19, 0.20, 0.11], [0.82, -0.40, -0.36], [0.21, 0.12, -0.20], [-0.05, -0.12, 0.00], [0.17, 0.30, -0.13], [-0.25, 0.03, -0.14], [-0.22, 0.09, -0.31], [-0.06, 0.13, 0.19], [-0.03, 0.14, 0.05], [0.31, -0.28, 0.06], [0.02, -0.16, 0.21], [0.19, -0.17, -0.11], [0.00, 0.18, 0.04], [-0.15, -0.07, -0.06], [-0.13, 1.01, -0.23], [-1.22, 0.45, 0.00], [0.35, 0.20, -0.24], [0.20, 0.06, -0.04], [-0.31, -0.59, -0.25], [0.36, -1.30, 0.43], [0.05, -0.27, -0.19], [0.11, -0.46, 0.16], [0.07, -0.13, 0.12], [0.77, -0.03, -0.11], [0.09, -0.20, 0.32], [-0.34, -0.10, 0.07], [0.06, 0.04, -0.03], [-0.19, 0.22, 0.09], [0.20, 0.38, 0.14], [-0.13, 0.46, -0.07], [0.06, 0.28, -0.14], [0.33, 0.14, -0.68], [-0.43, -0.07, 0.13], [0.78, 0.26, -0.26], [-0.11, -0.54, -0.27], [-0.63, 0.55, -0.31], [-0.39, 0.19, -0.27], [-0.10, -0.06, 0.30], [0.08, -0.03, 0.01], [0.03, -0.13, 0.10], [-0.01, -0.22, 0.11], [-0.36, -0.01, 0.20], [-0.05, 0.13, 0.16], [0.00, -0.03, 0.05], [0.04, 0.01, 0.16], [0.44, -0.25, 0.22], [-0.23, 0.08, 0.19], [0.30, -0.22, -0.07]],
  "homo_energy_ev": -9.6,
  "homo_lumo_gap_ev": 9.79,
  "de_lowest_kcal_mol": 0.00
}